(1)
{
  "formula": "C27H30BrClN4O5PRuSTe",
  "method": "ωB97M-V/def2-TZVPD",
  "spin_multiplicity": 5,
  "total_charge": 1,
  "total_energy_ev": -157244.191,
  "largest_force_ev_per_a": 0.5,
  "homo_energy_ev": [-10.7, -10.8],
  "s_squared": 6.02,
  "orbital_gap_ev": [7.46, 6.20],
  "symbols": ["Te", "Ru", "Br", "Cl", "S", "P", "O", "O", "O", "O", "O", "N", "N", "N", "N", "C", "C", "C", "C", "C", "C", "C", "C", "C", "C", "C", "C", "C", "C", "C", "C", "C", "C", "C", "C", "C", "C", "C", "C", "C", "C", "C", "H", "H", "H", "H", "H", "H", "H", "H", "H", "H", "H", "H", "H", "H", "H", "H", "H", "H", "H", "H", "H", "H", "H", "H", "H", "H", "H", "H", "H", "H"],
  "xyz": [[1.22617, -2.92741, 2.97541], [0.05156, -0.33203, 0.03394], [0.51519, 0.79478, -2.25064], [-2.26194, -0.79435, -0.45843], [4.68464, 1.33136, -0.83074], [0.48348, -3.39322, 0.73931], [1.66660, 0.70586, 3.69267], [-1.02188, -3.76345, 0.79657], [-0.05880, -0.61145, 1.92524], [1.20763, -4.68358, 0.20438], [0.78989, -2.24367, -0.22949], [-0.79499, 1.59354, 1.89233], [-0.53008, 1.53164, 0.55150], [3.45205, -1.01488, -0.50143], [2.49461, 0.87378, 0.51227], [0.22455, 3.58975, -2.32895], [-1.42403, 5.28852, -1.51989], [2.05567, 3.16127, 1.39959], [-1.96196, -5.69019, -0.35180], [2.77493, 2.24268, 0.63643], [-1.78706, 0.31293, 4.89463], [-0.01276, 2.51735, -1.56663], [3.42563, 0.29918, -0.20181], [-0.78543, 7.59801, -1.34986], [-0.30528, 0.70399, 6.72664], [0.76776, 0.77410, 5.85660], [-0.98007, 0.26756, 2.52948], [2.43951, 4.49070, 1.38998], [0.79112, 5.98284, -2.17206], [-1.78387, -4.19593, -0.38673], [3.90378, 2.68489, -0.06216], [0.47709, 7.28880, -1.83886], [-0.14990, 4.96860, -1.99104], [-1.73777, 6.60040, -1.20124], [2.78248, -4.49845, -1.64326], [4.29831, 4.01519, -0.06771], [0.56960, 0.61889, 4.48861], [3.54172, 4.92125, 0.65327], [-1.59098, 0.46989, 6.25484], [-0.50874, 2.56384, -0.20466], [2.61767, -4.68641, -0.15479], [-0.72353, 0.39165, 4.00026], [-2.72095, -3.65335, -0.31034], [-0.78499, 3.53645, 0.18940], [-2.54844, -5.99898, -1.21816], [5.17763, 4.33327, -0.61148], [-1.00290, -6.20483, -0.38497], [-1.47706, 2.29699, 2.15272], [1.24257, 2.82281, 2.02582], [3.82535, 5.96476, 0.66741], [-2.73139, 6.84561, -0.85107], [-2.42504, 0.40582, 6.93905], [-1.99360, -0.10378, 2.33463], [2.98649, -5.65454, 0.17588], [-1.26260, -3.84951, -1.28007], [1.88687, 5.20628, 1.98514], [0.76284, 3.44661, -3.26034], [1.45814, 0.44392, 2.78293], [1.21455, 8.06922, -1.96899], [-2.77991, 0.11615, 4.50633], [-2.49662, -5.99373, 0.54691], [1.77391, 5.74059, -2.55738], [2.64658, -1.58839, -0.29454], [-1.03289, 8.62138, -1.10188], [4.11563, -1.35719, -1.17270], [3.13097, -3.91253, 0.42323], [-0.13336, 0.82716, 7.78783], [2.34378, -3.55615, -1.97102], [-2.18214, 4.51826, -1.44669], [2.30633, -5.31062, -2.19062], [1.77301, 0.94913, 6.21549], [3.84445, -4.49976, -1.89375]],
  "forces_ev_per_angstrom": [[0.016, -0.023, 0.036], [-0.437, 0.012, -0.209], [0.045, 0.157, -0.027], [0.081, -0.024, -0.126], [-0.023, 0.021, 0.002], [-0.046, -0.042, 0.135], [0.011, 0.026, 0.005], [0.016, -0.070, -0.004], [0.092, -0.032, 0.238], [-0.029, -0.057, -0.011], [0.071, 0.045, -0.020], [0.062, 0.142, 0.018], [0.046, -0.081, -0.046], [0.058, -0.030, -0.002], [0.197, -0.057, -0.054], [0.001, -0.147, 0.002], [0.036, 0.034, -0.020], [0.043, -0.050, -0.031], [-0.024, -0.028, -0.030], [-0.031, 0.004, 0.012], [0.017, -0.043, -0.014], [0.014, 0.134, -0.020], [-0.113, 0.020, -0.029], [0.003, 0.019, 0.005], [-0.008, -0.001, 0.024], [0.005, -0.014, -0.060], [-0.067, -0.021, 0.020], [-0.023, 0.020, 0.019], [-0.017, -0.021, 0.009], [0.050, 0.079, 0.020], [-0.021, 0.028, 0.006], [-0.002, 0.006, 0.001], [-0.036, 0.041, 0.022], [-0.009, -0.006, 0.006], [0.031, -0.007, -0.009], [0.000, -0.031, -0.016], [-0.021, 0.019, 0.007], [0.007, 0.035, -0.002], [-0.005, -0.001, 0.000], [0.071, -0.079, 0.044], [-0.009, 0.023, 0.041], [-0.025, 0.060, 0.009], [-0.010, -0.013, -0.016], [0.018, 0.006, 0.004], [-0.006, 0.004, 0.004], [0.007, -0.001, -0.003], [0.005, 0.005, -0.001], [-0.018, -0.018, 0.024], [-0.034, -0.004, 0.013], [0.003, 0.003, 0.000], [-0.002, 0.002, 0.000], [-0.003, -0.001, 0.002], [0.018, 0.015, 0.016], [0.024, 0.015, -0.010], [-0.005, -0.027, -0.003], [-0.002, -0.001, 0.000], [-0.014, -0.018, -0.007], [0.014, -0.036, 0.024], [0.001, 0.003, -0.001], [-0.012, 0.010, 0.003], [0.011, 0.003, 0.013], [0.005, -0.004, 0.002], [-0.017, 0.014, 0.005], [0.001, 0.002, 0.000], [0.002, 0.005, -0.001], [0.003, -0.013, -0.022], [-0.005, 0.000, 0.004], [-0.004, 0.013, 0.001], [-0.003, -0.013, -0.002], [-0.019, 0.003, 0.006], [0.010, 0.001, -0.005], [0.001, -0.012, 0.001]]
}

***

(2)
{
  "formula": "C3H4N2O",
  "method": "ωB97M-V/def2-TZVPD",
  "total_energy_ev": -8200.610,
  "largest_force_ev_per_a": 3.4,
  "homo_energy_ev": -9.2,
  "orbital_gap_ev": 9.99,
  "symbols": ["O", "N", "N", "C", "C", "C", "H", "H", "H", "H"],
  "xyz": [[2.09557, -0.62444, -0.40250], [0.42875, 1.06307, -0.10980], [-1.33757, -0.29340, 0.02397], [-0.87283, 0.99726, -0.03392], [-0.34174, -1.22940, -0.13218], [0.81800, -0.27813, -0.11764], [0.43509, -1.11141, 0.94650], [2.61762, 0.19326, -0.32935], [-1.54154, 1.85352, 0.00043], [-2.30137, -0.57035, 0.15449]],
  "forces_ev_per_angstrom": [[-0.216, 0.626, 0.336], [-0.028, -0.699, 0.233], [-0.528, 1.155, 0.101], [-0.225, -0.676, 0.236], [3.105, 0.818, 0.959], [-1.530, -0.740, -1.415], [-0.899, -0.259, -0.309], [-0.090, -0.323, -0.013], [0.194, -0.166, -0.047], [0.218, 0.265, -0.080]]
}

***

(3)
{
  "formula": "C4H8N2",
  "method": "ωB97M-V/def2-TZVPD",
  "total_energy_ev": -7253.230,
  "largest_force_ev_per_a": 6.3,
  "homo_energy_ev": -7.8,
  "orbital_gap_ev": 8.82,
  "symbols": ["N", "N", "C", "C", "C", "C", "H", "H", "H", "H", "H", "H", "H", "H"],
  "xyz": [[-0.13075, -1.64721, 1.16662], [-0.12911, -0.29980, 1.49275], [-1.03883, 0.98828, -1.25292], [0.54394, 0.75855, 1.10228], [0.01611, 0.27868, -1.28022], [1.22258, 0.57726, -0.22953], [0.28689, -0.59544, -1.93966], [2.00786, -0.14434, -0.24060], [1.67938, 1.56582, -0.50619], [0.16279, -1.68671, 0.23221], [-0.95127, -2.12873, 1.48551], [-1.23115, 1.67261, -0.48252], [-1.84408, 0.81775, -1.85475], [-0.59436, -0.15674, 2.30703]],
  "forces_ev_per_angstrom": [[1.083, 0.058, 0.572], [1.621, 1.455, -0.607], [-1.382, 0.847, 0.586], [-0.542, -0.887, -0.093], [5.792, -2.483, 0.700], [-1.899, 1.588, -1.232], [-0.863, 1.205, 0.269], [0.496, -0.882, -0.137], [-0.314, -0.989, 0.129], [-0.202, -0.953, -1.491], [-0.344, 0.026, -0.578], [0.155, 1.191, 0.841], [-1.979, -0.538, -1.864], [-1.622, 0.363, 2.903]]
}

***

(4)
{
  "formula": "C35H39N6O3PPtSe",
  "method": "ωB97M-V/def2-TZVPD",
  "spin_multiplicity": 5,
  "total_charge": 2,
  "total_energy_ev": -129879.636,
  "largest_force_ev_per_a": 0.5,
  "homo_energy_ev": [-10.6, -13.2],
  "s_squared": 6.03,
  "orbital_gap_ev": [6.31, 5.25],
  "symbols": ["Pt", "Se", "P", "O", "O", "O", "N", "N", "N", "N", "N", "N", "C", "C", "C", "C", "C", "C", "C", "C", "C", "C", "C", "C", "C", "C", "C", "C", "C", "C", "C", "C", "C", "C", "C", "C", "C", "C", "C", "C", "C", "C", "C", "C", "C", "C", "C", "H", "H", "H", "H", "H", "H", "H", "H", "H", "H", "H", "H", "H", "H", "H", "H", "H", "H", "H", "H", "H", "H", "H", "H", "H", "H", "H", "H", "H", "H", "H", "H", "H", "H", "H", "H", "H", "H", "H"],
  "xyz": [[0.14751, -0.52343, -0.29131], [-0.47498, -0.14900, 4.28651], [-0.49761, -1.75004, -2.07279], [-1.59436, 1.96387, 2.89904], [2.77017, 0.57369, -1.22330], [-0.39901, 0.48429, 1.78400], [-1.35730, 1.30198, -0.58142], [-0.98413, 4.31245, 1.56671], [1.28163, -1.95037, 1.06333], [1.12209, 3.43397, 1.74443], [2.97086, -2.79411, 2.14999], [0.68697, 5.00647, 0.11074], [2.17566, -1.40485, -2.39660], [1.55507, 3.02669, 5.94896], [2.57340, -3.47905, -4.19456], [2.68195, 2.41348, 6.48894], [-1.69944, -5.55523, -1.25120], [-2.12096, 0.66318, -5.64729], [2.87229, 1.04139, 6.35751], [-2.22197, 1.44169, 0.59547], [-1.23303, -0.80111, -3.44610], [-1.24947, 1.24430, -4.73784], [-2.08294, -1.38594, -4.38355], [0.26543, 4.26771, 1.14351], [3.00867, -0.30085, 1.83562], [1.94071, -0.28676, -1.39112], [1.10904, -2.24705, -2.75593], [1.30372, -3.27243, -3.66967], [-3.67910, -4.21947, -1.51516], [-2.11916, 4.92407, 0.88307], [2.41034, -1.65560, 1.68487], [0.61440, 2.27667, 5.26872], [-2.80343, 3.94481, -0.07018], [-2.52931, -0.65056, -5.47160], [-0.91410, -4.45405, -1.55866], [-3.08210, -5.44085, -1.23077], [1.12284, -3.31698, 1.12461], [3.63155, -2.65605, -3.83449], [0.80651, 0.89459, 5.14788], [1.93748, 0.27218, 5.69195], [-0.80703, 0.51563, -3.64427], [-1.51005, -3.22853, -1.85793], [-1.34170, 1.31410, 1.85017], [3.43775, -1.61277, -2.94164], [2.17106, -3.85633, 1.79722], [-3.23072, 2.60815, 0.56383], [-2.90072, -3.11675, -1.82072], [-1.23212, 3.62634, 2.28173], [-2.17042, 3.78406, -0.94724], [4.24879, -0.95241, -2.66255], [2.41554, -4.87216, 2.05482], [-3.57725, 2.77165, 1.58738], [-2.80749, 0.51589, 0.63784], [-3.69977, 4.43681, -0.45031], [-4.09956, 2.25143, 0.01047], [-0.27119, 2.73808, 4.84931], [3.41169, 3.00665, 7.02381], [3.74551, 0.57259, 6.79072], [0.16388, -4.55476, -1.57852], [0.26773, -3.80514, 0.68862], [-3.37829, -2.16842, -2.04140], [-2.81532, 5.25325, 1.65336], [-1.80240, 5.82614, 0.35867], [2.73452, -4.28568, -4.89843], [-0.08838, 0.94924, -2.96107], [-1.22983, -6.50659, -1.03635], [-3.69460, -6.30177, -0.99776], [-4.75768, -4.12726, -1.50241], [-1.89785, 1.13255, -1.42385], [2.30021, 0.43656, 1.46553], [-0.90025, 2.25753, -4.89203], [3.91871, -0.20967, 1.24119], [2.08102, 3.36672, 1.45143], [-2.39710, -2.41581, -4.26897], [-3.19274, -1.11151, -6.19182], [-2.46697, 1.22835, -6.50290], [1.66684, 5.04771, -0.11419], [0.11271, 5.74911, -0.24868], [-0.81783, 2.14586, -0.74271], [2.06698, -0.80023, 5.60581], [3.86398, -2.85659, 2.60881], [1.40906, 4.09170, 6.06973], [3.24874, -0.08815, 2.88002], [4.61186, -2.82840, -4.25959], [0.48190, -3.90663, -3.97749], [0.78292, 2.78574, 2.44000]],
  "forces_ev_per_angstrom": [[-0.064, 0.285, 0.250], [0.087, 0.016, 0.185], [0.022, -0.183, -0.274], [-0.030, -0.208, -0.148], [-0.136, 0.092, 0.120], [0.231, 0.002, 0.042], [-0.023, 0.009, -0.039], [0.034, 0.026, 0.121], [-0.042, 0.122, -0.097], [-0.062, 0.099, 0.033], [0.001, 0.078, -0.044], [0.012, 0.035, 0.023], [-0.197, -0.113, 0.113], [0.038, 0.006, 0.012], [-0.098, -0.095, -0.055], [-0.011, -0.005, -0.006], [-0.027, -0.034, 0.005], [-0.031, 0.010, -0.053], [0.040, 0.022, 0.020], [0.029, 0.078, 0.010], [0.055, -0.045, -0.026], [0.024, -0.006, 0.043], [-0.029, 0.018, 0.061], [0.079, -0.069, -0.096], [0.033, -0.058, 0.031], [0.117, -0.308, -0.358], [0.163, 0.392, 0.162], [0.160, 0.034, -0.057], [-0.092, -0.018, 0.004], [-0.063, -0.036, -0.150], [-0.067, -0.045, -0.082], [-0.041, 0.087, -0.064], [0.016, -0.018, 0.068], [-0.045, -0.020, -0.044], [-0.040, -0.010, -0.081], [0.022, -0.010, 0.003], [0.033, -0.086, 0.081], [0.096, 0.046, 0.027], [-0.091, 0.043, -0.130], [-0.064, -0.123, 0.017], [-0.034, -0.116, -0.025], [0.102, -0.017, 0.052], [-0.095, 0.118, 0.134], [-0.102, 0.000, -0.019], [-0.052, -0.084, -0.009], [0.029, 0.057, 0.029], [0.012, 0.007, 0.031], [-0.054, 0.046, 0.044], [0.008, -0.037, -0.013], [-0.003, -0.007, 0.000], [-0.012, 0.033, -0.008], [-0.036, 0.011, -0.024], [-0.022, 0.014, 0.029], [0.013, 0.031, 0.011], [0.010, -0.005, -0.037], [0.020, -0.040, 0.047], [-0.006, -0.006, -0.003], [-0.011, -0.006, -0.012], [0.000, 0.000, -0.007], [0.031, 0.014, 0.046], [0.009, -0.026, 0.032], [0.025, -0.034, 0.040], [-0.032, -0.002, 0.018], [0.004, 0.019, 0.008], [0.061, 0.065, 0.061], [-0.010, 0.011, -0.001], [0.008, 0.010, -0.002], [0.021, -0.011, 0.002], [-0.034, -0.010, -0.011], [-0.017, 0.003, 0.009], [-0.002, -0.017, 0.009], [0.001, 0.008, 0.014], [0.010, -0.030, -0.022], [0.014, 0.039, -0.035], [0.013, 0.005, 0.007], [0.000, -0.016, 0.011], [0.005, -0.028, -0.024], [0.001, 0.001, 0.005], [0.036, -0.006, -0.042], [0.010, 0.023, 0.019], [0.004, -0.008, 0.039], [-0.005, -0.006, -0.001], [-0.001, -0.012, -0.018], [-0.009, 0.006, 0.007], [-0.015, 0.010, 0.006], [0.065, -0.018, -0.023]]
}